{"formula": "C4H13N2", "method": "ωB97M-V with the def2-TZVPD basis set", "elements": ["C", "C", "N", "C", "C", "N", "H", "H", "H", "H", "H", "H", "H", "H", "H", "H", "H", "H", "H"], "xyz": [[2.5786, -0.1447, -0.1933], [1.2725, 0.6004, -0.3014], [0.2814, -0.0416, 0.6876], [-1.0438, 0.6293, 0.8236], [-1.9098, 0.2121, -0.3760], [-1.7320, -1.2420, -0.5341], [2.4858, -1.1627, -0.5624], [3.3387, 0.3110, -0.8289], [2.9732, -0.1153, 0.8191], [1.3467, 1.6170, 0.0376], [0.7840, 0.4936, -1.2561], [0.0270, -0.9902, 0.3499], [0.7574, -0.0991, 1.5850], [-1.4756, 0.3253, 1.7753], [-0.8897, 1.7077, 0.8691], [-1.4832, 0.7086, -1.2465], [-2.9341, 0.4818, -0.1775], [-1.9309, -1.5635, -1.4775], [-2.4461, -1.7276, 0.0064]], "forces_ev_per_a": [[0.31, 0.14, -0.56], [-0.70, -1.00, 1.08], [0.41, 0.26, -0.24], [-0.07, 0.37, 0.00], [1.05, -0.60, 0.35], [-0.62, -0.29, -0.06], [-0.06, -0.20, 0.24], [-0.12, 0.18, 0.01], [-0.02, -0.15, 0.13], [0.05, 0.57, -0.23], [0.13, 0.30, -0.43], [0.07, -0.04, 0.02], [-0.11, -0.15, 0.07], [-0.02, -0.18, -0.03], [-0.02, -0.04, -0.07], [-0.51, 0.07, -0.17], [-0.30, 0.42, -0.23], [0.26, 0.31, -0.07], [0.26, 0.03, 0.20]], "gap_ev": 11.72, "smiles": "CC[NH2+]CCN", "lumo_ev": -2.84, "homo_energy_ev": -14.563, "total_charge": 1}

=====

{"formula": "C40H31F3N9O5S3Sr", "method": "ωB97M-V with the def2-TZVPD basis set", "elements": ["Sr", "O", "C", "N", "C", "O", "C", "C", "C", "C", "C", "N", "C", "C", "C", "C", "C", "N", "H", "H", "H", "H", "H", "H", "H", "H", "S", "N", "C", "C", "C", "C", "C", "N", "C", "C", "N", "C", "C", "C", "C", "C", "N", "H", "H", "H", "H", "H", "H", "N", "C", "S", "C", "C", "C", "N", "C", "C", "H", "H", "H", "H", "H", "H", "C", "S", "C", "O", "H", "H", "H", "H", "H", "H", "F", "C", "F", "F", "O", "C", "O", "C", "C", "C", "C", "C", "C", "H", "H", "H", "H", "H"], "xyz": [[-1.0559, 0.0841, -0.5647], [3.2787, -0.4261, 1.5794], [2.1489, 0.0139, 1.3726], [1.5184, 0.1456, 0.1936], [2.3165, 0.3154, -0.9067], [3.3108, 1.0160, -0.9844], [1.8914, -0.4405, -2.1550], [2.8398, -0.6540, -3.1472], [2.4936, -1.4292, -4.2386], [1.2119, -1.9561, -4.3158], [0.3241, -1.6775, -3.2909], [0.6604, -0.9422, -2.2336], [1.3259, 0.3864, 2.5987], [1.9219, 0.2273, 3.8480], [1.2224, 0.6014, 4.9791], [-0.0495, 1.1328, 4.8243], [-0.5602, 1.2495, 3.5413], [0.0977, 0.8786, 2.4437], [3.8164, -0.2076, -3.0312], [3.2142, -1.6234, -5.0240], [0.8989, -2.5688, -5.1505], [-0.6931, -2.0543, -3.3093], [2.9215, -0.1813, 3.8818], [1.6613, 0.4902, 5.9632], [-0.6394, 1.4538, 5.6729], [-1.5522, 1.6574, 3.3933], [-6.2237, 5.6269, 2.6228], [-6.1096, 4.0427, 2.9300], [-5.0478, 3.6034, 2.2782], [-4.5708, 2.2336, 2.2625], [-5.2121, 1.1998, 2.9456], [-4.7017, -0.0719, 2.8494], [-3.5676, -0.2799, 2.0639], [-2.9421, 0.6927, 1.4241], [-3.4266, 1.9375, 1.5136], [-2.7027, 3.0047, 0.7851], [-1.5898, 2.6552, 0.1295], [-0.9373, 3.5742, -0.5653], [-1.3485, 4.9071, -0.6328], [-2.4783, 5.2834, 0.0523], [-3.1762, 4.3206, 0.7820], [-4.3723, 4.6220, 1.5457], [-4.9388, 5.8102, 1.6572], [-6.1012, 1.4178, 3.5230], [-5.1735, -0.9110, 3.3412], [-3.1680, -1.2757, 1.9229], [-0.0660, 3.2354, -1.1141], [-0.7823, 5.6120, -1.2248], [-2.8432, 6.3024, 0.0362], [-2.1654, -5.4269, 5.4481], [-1.6871, -5.7754, 4.2413], [-1.4324, -7.3447, 3.8174], [-1.3925, -4.6228, 3.3444], [-1.5994, -4.7115, 1.9777], [-1.3419, -3.6025, 1.1825], [-0.8820, -2.4495, 1.6684], [-0.6669, -2.3752, 2.9812], [-0.9107, -3.4198, 3.8567], [-2.4110, -6.1568, 6.0945], [-2.4524, -4.4817, 5.6364], [-1.9674, -5.6279, 1.5389], [-1.4990, -3.6415, 0.1162], [-0.2749, -1.4390, 3.3591], [-0.6792, -3.2949, 4.9073], [3.1667, -5.0058, -1.1914], [2.0970, -3.6141, -0.7868], [2.4096, -3.6384, 0.9796], [0.7073, -4.1070, -0.9991], [2.8017, -5.8846, -0.6590], [4.1968, -4.7777, -0.9187], [3.0915, -5.1616, -2.2660], [3.4653, -3.4393, 1.1597], [2.0974, -4.6024, 1.3846], [1.8192, -2.8312, 1.4078], [-3.7793, -2.6645, 0.0910], [-3.3127, -1.6268, -0.7646], [-4.4234, -0.7619, -0.7428], [-3.4401, -2.2302, -2.0129], [-2.1486, 1.1114, -2.5152], [-1.3011, 1.5941, -3.3174], [-0.1272, 1.9060, -3.0346], [-1.7514, 1.7866, -4.7475], [-2.9383, 2.4501, -5.0330], [-3.3370, 2.6394, -6.3486], [-2.5639, 2.1419, -7.3897], [-1.3846, 1.4652, -7.1069], [-0.9744, 1.3000, -5.7917], [-3.5544, 2.8011, -4.2144], [-4.2597, 3.1651, -6.5633], [-2.8808, 2.2781, -8.4166], [-0.7795, 1.0706, -7.9146], [-0.0413, 0.7993, -5.5623]], "forces_ev_per_a": [[-0.25, -0.11, 0.74], [0.07, 0.00, 0.00], [-0.21, -0.04, 0.00], [0.18, 0.04, -0.29], [0.04, -0.04, -0.11], [0.04, -0.04, 0.06], [0.04, -0.11, -0.08], [-0.05, 0.07, -0.03], [-0.01, 0.00, -0.01], [0.01, -0.01, 0.00], [-0.02, 0.05, -0.01], [0.09, -0.12, 0.04], [0.03, 0.05, -0.02], [0.01, -0.01, 0.02], [0.02, -0.01, 0.00], [-0.02, 0.01, -0.01], [0.00, -0.04, -0.02], [0.02, 0.02, -0.01], [0.00, 0.00, 0.00], [0.00, 0.00, 0.00], [0.00, 0.00, 0.00], [0.00, 0.00, 0.01], [0.00, 0.00, 0.00], [0.00, 0.00, 0.00], [0.00, 0.00, 0.00], [-0.06, 0.01, -0.04], [-0.02, 0.01, -0.01], [0.01, 0.01, 0.01], [0.01, -0.01, 0.00], [-0.01, 0.01, -0.01], [-0.01, 0.00, 0.00], [0.00, -0.01, 0.01], [0.00, 0.00, -0.02], [-0.04, 0.08, -0.06], [0.04, 0.00, 0.00], [0.03, -0.02, 0.01], [-0.05, 0.04, -0.14], [0.02, 0.04, 0.09], [0.00, -0.02, 0.00], [0.00, 0.03, -0.01], [-0.01, 0.00, 0.03], [0.01, -0.01, -0.02], [0.01, 0.00, 0.02], [0.00, 0.00, 0.00], [0.00, 0.01, 0.00], [-0.01, 0.01, 0.00], [-0.02, -0.02, -0.01], [0.00, 0.01, 0.00], [0.00, 0.00, 0.00], [-0.01, 0.01, 0.01], [0.00, 0.00, 0.00], [0.01, 0.01, 0.00], [-0.01, -0.02, -0.04], [-0.02, -0.03, -0.01], [0.11, 0.05, -0.03], [0.00, 0.15, -0.03], [0.00, -0.07, 0.04], [0.04, 0.06, 0.01], [0.00, 0.00, 0.00], [0.00, 0.00, -0.01], [0.01, 0.00, -0.01], [-0.01, -0.02, -0.01], [-0.03, -0.01, -0.01], [-0.02, -0.02, 0.00], [-0.02, -0.02, -0.01], [0.07, 0.03, -0.05], [-0.08, 0.05, 0.01], [0.00, -0.05, 0.03], [0.02, 0.00, 0.00], [0.00, 0.02, 0.00], [0.00, -0.01, 0.00], [-0.01, 0.04, 0.00], [0.00, -0.01, -0.02], [0.01, 0.00, 0.02], [-0.03, 0.02, -0.01], [0.03, 0.03, -0.07], [0.03, -0.05, -0.02], [0.01, -0.02, 0.01], [-0.11, 0.10, -0.13], [0.11, -0.04, 0.06], [0.05, -0.09, 0.13], [-0.03, 0.03, -0.01], [-0.07, -0.08, 0.00], [0.00, 0.00, -0.01], [0.00, 0.00, 0.01], [0.00, 0.00, 0.00], [0.07, 0.08, -0.03], [0.01, -0.01, 0.01], [0.00, 0.00, 0.00], [0.00, 0.00, 0.00], [0.00, 0.00, 0.00], [0.00, 0.01, 0.02]], "gap_ev": 6.47, "lumo_ev": 1.29, "homo_energy_ev": -5.178, "total_charge": -1}

=====

{"formula": "C3H9N2S", "method": "ωB97M-V with the def2-TZVPD basis set", "elements": ["C", "C", "C", "N", "N", "S", "H", "H", "H", "H", "H", "H", "H", "H", "H"], "xyz": [[0.1470, -0.6724, -0.8586], [0.6420, -0.5932, 1.5493], [-0.2451, -0.3440, 0.4769], [-0.7014, -1.0529, -1.7787], [-0.1970, 1.8577, 0.0182], [1.8480, -0.7572, -1.1880], [0.4774, -0.1908, 2.5437], [1.6975, -0.6041, 1.3297], [0.5870, -1.6144, 1.9021], [-1.4086, -0.3755, 0.6716], [-1.6495, -1.1593, -1.5797], [-0.4584, -1.2925, -2.7711], [-0.9596, 1.9994, -0.5737], [0.7224, 2.1776, -0.4156], [-0.5017, 2.6217, 0.6740]], "forces_ev_per_a": [[4.98, -1.07, -1.86], [1.32, -0.28, 2.24], [-3.51, 1.22, 0.48], [-0.26, -0.14, -2.17], [1.46, 0.93, 1.91], [-2.15, 0.42, 0.25], [-0.54, 1.01, -0.20], [0.26, 0.64, -0.54], [-0.74, -1.14, -0.54], [2.40, 0.34, -0.18], [-1.79, -0.11, 0.45], [0.24, 0.42, 1.72], [-1.14, -0.32, -2.33], [-1.61, -0.80, 0.52], [1.08, -1.12, 0.25]], "gap_ev": [6.57, 6.57], "lumo_ev": [-6.32, -6.32], "homo_energy_ev": [-12.890, -12.890], "total_charge": 1}

=====

{"formula": "C8H11O2P", "method": "ωB97M-V with the def2-TZVPD basis set", "elements": ["C", "C", "C", "C", "C", "C", "C", "O", "P", "O", "C", "H", "H", "H", "H", "H", "H", "H", "H", "H", "H", "H"], "xyz": [[-2.4596, 2.2962, -0.4090], [-1.7457, 1.1625, -0.3260], [-2.4766, -0.0537, -0.5997], [-1.9349, -1.3091, -0.3709], [-0.7553, -1.4078, 0.4850], [-0.1102, -0.3543, 0.8593], [-0.3822, 1.0365, 0.3544], [0.7843, 1.3042, -0.4358], [1.7980, 0.2248, -1.1379], [2.8916, -0.0859, 0.0464], [3.1221, -1.3912, 0.5931], [-3.4465, 2.3225, -0.9402], [-2.0036, 3.2593, -0.0895], [-3.3008, -0.0035, -1.2383], [-2.4195, -2.1380, -0.7642], [-0.4095, -2.4667, 0.6747], [0.8913, -0.4643, 1.3596], [-0.3305, 1.7945, 1.2197], [2.6678, 1.4247, -1.6241], [2.2957, -1.9883, 0.6207], [3.3196, -1.3039, 1.7246], [4.0048, -1.8586, -0.0017]], "forces_ev_per_a": [[0.62, 1.05, -0.59], [-0.83, 0.30, 1.16], [2.77, -3.15, -0.53], [-0.49, 3.93, 0.83], [-1.21, -3.64, -1.29], [2.50, 1.52, 1.61], [0.25, 0.22, 1.43], [-0.47, 1.19, -0.38], [1.37, 1.65, -0.59], [0.18, -0.42, 0.58], [3.48, 1.39, 0.58], [0.99, -0.06, 0.85], [-0.52, -0.68, -0.33], [-1.42, 0.27, -0.72], [-0.74, -1.54, -0.39], [-0.18, 1.43, 0.11], [-1.41, 0.28, -0.14], [-0.08, -1.01, -1.31], [-1.28, -1.70, 0.30], [-2.44, -1.77, -0.82], [0.44, 0.23, -1.75], [-1.54, 0.53, 1.39]], "gap_ev": 8.32, "smiles": "C=C1C=CC=C[C@H]1OPOC", "lumo_ev": 0.06, "homo_energy_ev": -8.265, "total_charge": 0}

=====

Looking at energy relative to the best compared isomer or geometry (same formula, charge and spin) for the records above, in order, we have 12.7, 11.2, 65.0, 35.5 kcal per mole.